(1)
{
  "formula": "C28H28F2N4O2",
  "method": "ωB97M-V/def2-TZVPD",
  "multiplicity": 1,
  "smiles": "O=C(c1cccc(C(=O)N2CCN(c3ccccc3F)CC2)c1)N1CCN(c2ccccc2F)CC1",
  "largest_force_ev_per_a": 0.5,
  "e_tot_ha": -1653.0428,
  "de_lowest_ev": 0.077,
  "symbols": ["O", "C", "C", "C", "C", "C", "C", "C", "O", "N", "C", "C", "N", "C", "C", "C", "C", "C", "C", "F", "C", "C", "C", "N", "C", "C", "N", "C", "C", "C", "C", "C", "C", "F", "C", "C", "H", "H", "H", "H", "H", "H", "H", "H", "H", "H", "H", "H", "H", "H", "H", "H", "H", "H", "H", "H", "H", "H", "H", "H", "H", "H", "H", "H"],
  "positions_angstrom": [[-0.530, 0.282, -3.966], [-0.311, -0.858, -3.599], [-1.254, -1.576, -2.683], [-2.384, -2.238, -3.146], [-3.263, -2.812, -2.242], [-3.036, -2.707, -0.881], [-1.929, -2.012, -0.411], [-1.641, -1.950, 1.055], [-1.586, -2.964, 1.729], [-1.397, -0.721, 1.569], [-1.621, 0.543, 0.906], [-2.548, 1.415, 1.772], [-2.045, 1.585, 3.114], [-1.143, 2.600, 3.396], [-0.574, 3.416, 2.409], [0.279, 4.458, 2.721], [0.611, 4.735, 4.035], [0.052, 3.963, 5.038], [-0.809, 2.937, 4.717], [-1.358, 2.254, 5.757], [-1.909, 0.287, 3.749], [-0.950, -0.593, 2.942], [-1.029, -1.464, -1.318], [0.799, -1.540, -3.963], [1.163, -2.849, -3.480], [2.198, -2.718, -2.330], [2.792, -1.397, -2.346], [2.476, -0.480, -1.358], [2.138, 0.852, -1.620], [1.878, 1.745, -0.596], [1.945, 1.349, 0.729], [2.292, 0.039, 1.021], [2.557, -0.841, -0.005], [2.940, -2.099, 0.333], [3.142, -0.968, -3.678], [1.896, -0.837, -4.590], [-2.566, -2.306, -4.208], [-4.132, -3.341, -2.603], [-3.715, -3.156, -0.172], [-0.657, 1.047, 0.764], [-2.083, 0.383, -0.068], [-3.520, 0.915, 1.855], [-2.709, 2.385, 1.302], [-0.795, 3.235, 1.370], [0.694, 5.053, 1.922], [1.284, 5.541, 4.278], [0.260, 4.155, 6.079], [-2.899, -0.178, 3.781], [-1.543, 0.380, 4.767], [0.047, -0.136, 2.944], [-0.893, -1.597, 3.365], [-0.152, -0.942, -0.961], [1.595, -3.403, -4.320], [0.274, -3.379, -3.136], [1.704, -2.888, -1.376], [2.984, -3.473, -2.447], [2.054, 1.192, -2.639], [1.611, 2.761, -0.842], [1.745, 2.049, 1.526], [2.388, -0.309, 2.038], [3.690, -0.027, -3.623], [3.817, -1.729, -4.084], [2.095, -1.264, -5.579], [1.581, 0.200, -4.715]],
  "forces_ev_per_angstrom": [[-0.1650, 0.2277, 0.0177], [-0.0986, -0.0740, -0.0667], [-0.2049, 0.1406, 0.1811], [0.1553, 0.0524, -0.0180], [-0.0349, -0.0037, -0.0254], [0.0789, 0.0845, 0.1409], [0.0486, -0.2227, -0.2682], [0.0136, 0.0004, -0.0178], [-0.0959, -0.2932, 0.0082], [0.0802, 0.1193, 0.1397], [-0.2704, 0.4604, -0.1138], [0.1417, -0.0351, -0.3460], [-0.4260, 0.0544, 0.2023], [0.1024, 0.2122, 0.1406], [-0.0593, -0.0988, 0.0461], [0.0870, 0.1267, 0.0247], [0.0011, 0.0114, -0.0522], [-0.0712, -0.1395, -0.0418], [0.1383, 0.0465, 0.1260], [-0.0230, 0.0648, -0.2400], [0.3630, -0.3659, 0.0224], [-0.1076, -0.1982, 0.3828], [-0.1432, -0.1494, -0.0548], [0.1530, -0.0643, -0.2124], [0.0590, -0.2332, 0.1411], [-0.0834, -0.2376, -0.0200], [0.2429, -0.1240, -0.0018], [0.0667, 0.1168, 0.3064], [-0.0088, -0.1915, -0.0018], [-0.0079, 0.1183, 0.1398], [0.0675, 0.0525, -0.0318], [-0.0123, -0.1221, -0.1048], [-0.0458, 0.0185, 0.0969], [-0.0169, 0.1956, -0.1612], [0.0480, -0.0231, -0.0234], [-0.0278, 0.2806, -0.1060], [-0.0352, -0.0024, -0.1066], [-0.0768, -0.0373, -0.0271], [-0.0505, -0.0715, 0.0706], [-0.1195, -0.0320, -0.0729], [0.0772, 0.0700, 0.1015], [0.0354, 0.0473, -0.0606], [-0.0299, -0.0294, -0.0013], [-0.0380, -0.0860, -0.0869], [0.0269, 0.0550, -0.0756], [0.0631, 0.0816, 0.0289], [-0.0055, -0.0129, 0.1187], [0.0539, -0.0213, 0.0216], [-0.0579, 0.0285, -0.0521], [-0.0250, -0.0146, 0.0380], [0.0662, 0.1374, -0.0276], [0.0981, 0.1219, 0.0636], [-0.0811, -0.0141, 0.0470], [0.1239, -0.0253, -0.0862], [0.0686, 0.0164, -0.0559], [-0.1022, -0.0374, 0.0519], [-0.0378, -0.0151, -0.1714], [-0.0210, 0.1072, -0.0350], [-0.0261, 0.0487, 0.0733], [0.0158, -0.0647, 0.1036], [0.0200, -0.0640, -0.0650], [0.0206, 0.0954, -0.0136], [0.0051, 0.0560, 0.0369], [0.0871, -0.1448, -0.0266]],
  "lowdin_charge": [0.08, -0.42, -0.14, -0.01, -0.06, -0.01, -0.13, -0.42, 0.07, -0.03, -0.11, -0.13, -0.09, -0.16, -0.04, -0.10, -0.09, -0.02, -0.20, 0.05, -0.12, -0.10, 0.02, -0.05, -0.10, -0.11, -0.09, -0.18, -0.01, -0.08, -0.11, -0.02, -0.21, 0.06, -0.12, -0.10, 0.12, 0.11, 0.12, 0.10, 0.13, 0.13, 0.12, 0.10, 0.10, 0.10, 0.12, 0.13, 0.12, 0.12, 0.13, 0.12, 0.13, 0.12, 0.11, 0.13, 0.11, 0.11, 0.09, 0.12, 0.12, 0.12, 0.13, 0.11]
}


(2)
{
  "formula": "C3H6",
  "method": "ωB97M-V/def2-TZVPD",
  "multiplicity": 1,
  "smiles": "C1CC1",
  "largest_force_ev_per_a": 0.9,
  "e_tot_ha": -117.8652,
  "de_lowest_ev": 0.184,
  "symbols": ["C", "C", "C", "H", "H", "H", "H", "H", "H"],
  "positions_angstrom": [[-0.752, -0.215, 0.361], [0.073, 0.008, -0.860], [0.681, 0.191, 0.510], [-1.026, -1.226, 0.641], [-1.533, 0.524, 0.574], [-0.104, 0.903, -1.461], [0.388, -0.855, -1.463], [1.391, -0.540, 0.880], [0.882, 1.212, 0.818]],
  "forces_ev_per_angstrom": [[-0.7381, 0.1953, 0.2867], [0.4858, -0.2310, -0.6770], [0.0576, 0.2793, -0.0779], [0.0629, 0.0764, -0.1262], [0.3934, -0.3036, -0.0051], [0.0000, -0.2962, 0.2993], [-0.1776, 0.3857, 0.4020], [-0.0973, 0.0444, -0.1127], [0.0133, -0.1504, 0.0108]],
  "lowdin_charge": [-0.19, -0.19, -0.18, 0.09, 0.10, 0.09, 0.10, 0.09, 0.09]
}


(3)
{
  "formula": "C24H37FN10O4PS",
  "method": "ωB97M-V/def2-TZVPD",
  "multiplicity": 1,
  "largest_force_ev_per_a": 3.4,
  "total_charge": 1,
  "e_tot_ha": -2624.1899,
  "symbols": ["C", "C", "C", "C", "C", "N", "N", "P", "O", "C", "C", "O", "C", "S", "O", "O", "F", "H", "H", "H", "H", "H", "H", "H", "H", "H", "H", "H", "H", "H", "C", "C", "N", "H", "H", "H", "C", "C", "N", "H", "H", "H", "C", "C", "N", "H", "H", "H", "C", "C", "N", "H", "H", "H", "C", "C", "N", "H", "H", "H", "C", "C", "N", "H", "H", "H", "C", "C", "N", "H", "H", "H", "C", "C", "N", "H", "H", "H"],
  "positions_angstrom": [[-0.682, -1.028, 1.442], [-1.453, -0.282, 0.333], [-0.559, 0.518, -0.647], [-1.324, 0.957, -1.938], [0.750, -0.166, -1.005], [1.806, 0.594, -0.774], [2.992, 0.065, -1.061], [4.442, 1.110, -0.750], [4.102, 2.451, -1.233], [3.102, -1.150, -1.546], [2.033, -2.006, -1.858], [2.237, -3.235, -2.346], [0.757, -1.491, -1.571], [-0.677, -2.531, -1.895], [-1.031, -3.148, -0.665], [-1.729, -1.889, -2.588], [-0.218, -3.699, -2.818], [0.119, -1.680, 1.085], [-1.408, -1.694, 1.922], [-0.371, -0.329, 2.223], [-2.169, -0.906, -0.203], [-2.055, 0.480, 0.842], [-0.364, 1.459, -0.124], [-2.400, 0.978, -1.769], [-1.004, 1.981, -2.160], [-1.040, 0.360, -2.805], [4.827, 1.097, 0.593], [5.425, 0.562, -1.599], [4.111, -1.525, -1.722], [2.377, -3.152, -3.308], [-4.534, -2.211, -6.330], [-3.821, -2.252, -5.054], [-3.254, -2.282, -4.053], [-3.992, -1.590, -7.040], [-4.625, -3.218, -6.734], [-5.529, -1.796, -6.183], [-0.760, 4.778, 1.141], [-1.884, 4.373, 0.305], [-2.762, 4.044, -0.358], [-0.098, 3.928, 1.298], [-0.205, 5.581, 0.659], [-1.124, 5.125, 2.108], [-5.379, 6.187, 0.750], [-4.609, 6.235, 1.992], [-4.004, 6.265, 2.967], [-4.842, 6.712, -0.037], [-5.527, 5.153, 0.447], [-6.348, 6.660, 0.898], [2.761, 3.544, 2.967], [1.620, 3.889, 3.812], [0.713, 4.162, 4.459], [2.529, 3.761, 1.924], [3.635, 4.121, 3.264], [2.983, 2.483, 3.069], [-5.085, 2.276, 2.697], [-3.842, 1.757, 3.257], [-2.845, 1.366, 3.672], [-5.935, 1.727, 3.100], [-5.187, 3.330, 2.952], [-5.074, 2.170, 1.613], [9.018, 0.162, -0.645], [7.855, 0.504, 0.170], [6.943, 0.768, 0.818], [8.814, 0.381, -1.691], [9.877, 0.745, -0.320], [9.244, -0.897, -0.538], [2.603, -6.534, 1.031], [2.289, -5.501, 0.045], [2.045, -4.690, -0.734], [3.137, -7.353, 0.552], [3.226, -6.115, 1.819], [1.683, -6.916, 1.470], [-1.852, -5.468, 1.615], [-1.542, -5.876, 2.984], [-1.296, -6.193, 4.060], [-1.465, -4.468, 1.430], [-1.394, -6.160, 0.910], [-2.929, -5.466, 1.461]],
  "forces_ev_per_angstrom": [[-1.0895, -0.0884, 0.0009], [0.2842, 0.1714, 0.2542], [-0.8446, 0.1565, -0.1247], [0.9268, 0.5547, 0.1492], [-2.1306, 0.4716, 0.2246], [0.4479, -0.4276, -0.0265], [-0.5297, -1.1162, 0.1544], [0.0893, 2.5638, -0.9334], [-0.1654, -0.0539, 0.1678], [1.4470, -0.9495, -0.3598], [-1.5677, 0.9288, 0.3552], [0.7916, 1.8871, -2.1025], [2.3753, -0.3239, -0.5214], [-3.0180, -0.7959, 1.2912], [1.0804, -0.1024, 0.1571], [2.6925, 1.1091, 0.9172], [0.6715, 0.7394, -0.0304], [0.0948, 0.2524, 0.0876], [0.2128, 0.0436, 0.0519], [0.3429, -0.1131, -0.1963], [0.2620, -0.1601, 0.0556], [-0.0316, -0.1264, -0.1615], [0.7051, -0.2916, -0.0456], [0.1112, -0.2359, -0.1137], [-0.1852, -0.1057, -0.0490], [-0.4498, -0.0797, 0.0865], [-0.4529, -0.9165, 0.0015], [-0.2957, -0.8811, 0.4987], [-0.1346, 0.1369, 0.0198], [0.0629, -0.2079, 0.0841], [0.0610, 0.0142, 0.0892], [0.0348, 0.0369, -0.0655], [-1.9681, -0.5459, -1.7524], [-0.0112, -0.0020, -0.0010], [-0.0073, 0.0040, 0.0023], [0.0012, -0.0053, -0.0050], [-0.0447, 0.0510, 0.0660], [0.0474, 0.0078, 0.0296], [-0.0483, -0.0574, 0.0154], [-0.0188, -0.0052, 0.0435], [-0.0274, -0.0007, -0.0225], [-0.0043, -0.0347, 0.0146], [-0.0093, 0.0330, 0.0951], [-0.0143, -0.0342, -0.0808], [0.0094, -0.0685, -0.0829], [0.0071, -0.0297, -0.0076], [0.0523, 0.0075, -0.0268], [0.0101, 0.0124, 0.0112], [-0.0478, -0.0213, 0.0492], [-0.0086, 0.0130, -0.0471], [0.0490, -0.0039, -0.0694], [0.0320, 0.0182, -0.0004], [-0.0018, -0.0003, -0.0078], [0.0158, 0.0079, 0.0221], [-0.0281, 0.0315, 0.0666], [0.0562, 0.0716, -0.1025], [0.0149, -0.0820, -0.0941], [0.0086, 0.0005, 0.0064], [0.0216, -0.0014, 0.0129], [0.0254, 0.0010, 0.0045], [-0.0351, 0.0205, 0.0611], [0.0722, -0.0038, 0.0630], [0.3289, -0.0906, -0.1397], [0.0123, 0.0203, 0.0070], [-0.0108, 0.0080, 0.0042], [-0.0010, 0.0065, 0.0206], [-0.0277, 0.0397, -0.0916], [0.0539, -0.0596, 0.0025], [-0.3056, -1.4215, 2.0393], [-0.0071, 0.0034, -0.0021], [-0.0177, -0.0012, 0.0076], [0.0062, 0.0072, 0.0224], [0.0242, 0.0005, 0.1198], [-0.0283, 0.0028, -0.0152], [0.0487, 0.0098, -0.0856], [-0.0072, -0.0094, -0.0402], [-0.0198, 0.0156, -0.0264], [0.0043, -0.0059, -0.0023]],
  "lowdin_charge": [-0.08, -0.21, -0.29, -0.03, -0.16, 0.18, -0.16, 0.78, -0.38, 0.02, -0.26, -0.02, -0.02, 0.67, -0.23, -0.29, -0.10, 0.06, 0.08, 0.08, 0.10, 0.10, 0.13, 0.09, 0.08, 0.06, 0.00, 0.03, 0.15, 0.16, -0.06, -0.21, 0.14, 0.08, 0.08, 0.08, -0.06, -0.28, 0.14, 0.06, 0.09, 0.08, -0.08, -0.29, 0.13, 0.08, 0.07, 0.08, -0.07, -0.29, 0.15, 0.07, 0.08, 0.08, -0.07, -0.28, 0.13, 0.08, 0.07, 0.08, -0.05, -0.25, 0.10, 0.09, 0.09, 0.09, -0.04, -0.19, 0.18, 0.09, 0.09, 0.08, -0.07, -0.29, 0.13, 0.05, 0.08, 0.09]
}


(4)
{
  "formula": "C20H20N2O6S",
  "method": "ωB97M-V/def2-TZVPD",
  "multiplicity": 1,
  "smiles": "CCOC(=O)c1ccc(CNC(=O)c2cc(COc3ccccc3SC)on2)o1",
  "largest_force_ev_per_a": 1.2,
  "e_tot_ha": -1733.2301,
  "de_lowest_ev": 2.744,
  "symbols": ["C", "C", "O", "C", "O", "C", "C", "C", "C", "C", "N", "C", "O", "C", "C", "C", "C", "O", "C", "C", "C", "C", "C", "C", "S", "C", "O", "N", "O", "H", "H", "H", "H", "H", "H", "H", "H", "H", "H", "H", "H", "H", "H", "H", "H", "H", "H", "H", "H"],
  "positions_angstrom": [[5.567, 4.168, 1.075], [4.466, 3.655, 0.158], [4.343, 2.236, 0.236], [5.185, 1.515, -0.508], [6.014, 1.976, -1.256], [4.979, 0.075, -0.322], [5.639, -0.979, -0.907], [5.056, -2.145, -0.376], [4.087, -1.723, 0.499], [3.110, -2.495, 1.325], [1.829, -2.601, 0.659], [0.702, -2.058, 1.170], [0.632, -1.510, 2.249], [-0.470, -2.223, 0.273], [-1.795, -1.778, 0.505], [-2.467, -2.177, -0.616], [-3.895, -2.025, -1.031], [-4.504, -0.905, -0.449], [-4.038, 0.343, -0.768], [-3.068, 0.630, -1.711], [-2.697, 1.948, -1.942], [-3.292, 2.973, -1.235], [-4.266, 2.695, -0.287], [-4.642, 1.386, -0.045], [-5.850, 0.865, 1.127], [-6.373, 2.428, 1.895], [-1.615, -2.804, -1.445], [-0.387, -2.831, -0.888], [4.038, -0.385, 0.529], [5.385, 3.845, 2.097], [6.531, 3.785, 0.748], [5.591, 5.254, 1.044], [4.677, 3.936, -0.879], [3.490, 4.039, 0.460], [6.433, -0.906, -1.620], [5.319, -3.158, -0.600], [3.511, -3.494, 1.526], [2.919, -1.973, 2.267], [1.783, -3.010, -0.262], [-2.165, -1.252, 1.358], [-3.956, -2.002, -2.129], [-4.479, -2.879, -0.671], [-2.591, -0.156, -2.274], [-1.938, 2.162, -2.678], [-3.004, 3.997, -1.413], [-4.719, 3.506, 0.258], [-7.109, 2.151, 2.644], [-5.526, 2.911, 2.373], [-6.831, 3.075, 1.153]],
  "forces_ev_per_angstrom": [[-0.2165, -0.2962, -0.1932], [0.2274, 0.5452, -0.1156], [-0.1368, -0.3116, 0.1669], [0.0187, 0.1771, -0.0695], [-0.0855, -0.1394, 0.1065], [0.7476, -0.5890, -0.6777], [-0.3344, 0.9081, 0.2596], [-0.4871, 0.0829, 0.5132], [0.4250, -0.7945, -0.2741], [-0.0122, 0.3132, 0.0330], [0.1112, -0.1014, -0.1049], [0.4540, -0.2784, -0.1387], [-0.2583, 0.1488, 0.0944], [-0.9865, -0.0250, -0.5720], [-0.2243, -0.3086, -0.6045], [0.4174, 0.3613, 1.0136], [0.0271, -0.3721, -0.3304], [0.1185, 0.1582, 0.0506], [-0.0357, 0.3621, 0.0140], [-0.0805, -0.2328, -0.0199], [-0.0222, 0.0926, 0.0119], [0.1065, 0.0769, -0.0935], [0.0238, -0.1141, -0.0292], [-0.2051, -0.2500, 0.1984], [-0.2531, 0.1764, 0.2982], [0.3234, -0.4166, -0.4090], [-0.6706, 0.1038, -0.1993], [1.0426, -0.0254, 0.4724], [-0.3292, 0.2137, 0.2933], [-0.0043, 0.0228, 0.1017], [0.0763, 0.0215, -0.0009], [0.0189, 0.1290, 0.0182], [-0.1290, -0.0232, 0.1660], [0.1061, -0.0692, -0.0820], [0.1679, 0.0962, -0.1464], [0.0077, -0.2500, 0.0076], [0.0169, 0.1780, 0.0297], [0.1149, -0.1815, -0.0699], [-0.0297, 0.0317, 0.0205], [-0.1318, 0.1524, 0.1855], [-0.0103, -0.0027, 0.1353], [0.1116, 0.1289, -0.1475], [0.0424, -0.0989, -0.0426], [0.0671, 0.0133, -0.0625], [0.0395, 0.0891, -0.0275], [-0.0718, 0.0503, 0.0763], [-0.0431, -0.0094, 0.0448], [-0.0068, 0.1251, 0.0686], [-0.0478, 0.1312, 0.0306]],
  "lowdin_charge": [-0.06, -0.21, 0.02, -0.44, 0.12, -0.16, 0.03, 0.00, -0.24, -0.08, 0.09, -0.44, 0.09, -0.18, 0.09, -0.23, -0.11, -0.09, -0.30, -0.01, -0.08, -0.09, -0.09, -0.46, 0.93, -0.39, 0.03, 0.11, 0.13, 0.08, 0.08, 0.08, 0.12, 0.12, 0.12, 0.11, 0.13, 0.13, 0.13, 0.13, 0.14, 0.15, 0.11, 0.10, 0.10, 0.09, 0.03, 0.04, 0.04]
}